Formula: C52H47N12O3P2S2Sc
Source: the Open Molecules 2025 dataset
Level of theory: ωB97M-V with the def2-TZVPD basis set

Results
Orbital gap = 0.26929 hartree
Charge = 0
E_HOMO = -7.40 eV

```
119
C52H47N12O3P2S2Sc (ωB97M-V with the def2-TZVPD basis set)
Sc -0.3632 0.0306 -1.0930
O -4.4877 0.2632 0.2349
S -3.1156 0.7589 0.5160
C -3.2440 2.5512 0.5930
C -4.5146 3.0588 0.8379
C -4.7020 4.4289 0.8891
C -3.6263 5.2826 0.6823
C -2.3808 4.7645 0.3821
C -2.1746 3.3878 0.2978
P -0.5167 2.7358 -0.1386
C -0.0605 3.5911 -1.6811
C 1.2439 3.4527 -2.1597
C 1.5915 3.9737 -3.3935
C 0.6406 4.6195 -4.1736
C -0.6657 4.7225 -3.7221
C -1.0177 4.2063 -2.4833
C 0.4434 3.5195 1.2031
C 0.1291 3.1387 2.5042
C 0.7770 3.7102 3.5832
C 1.7544 4.6738 3.3728
C 2.0678 5.0634 2.0804
C 1.4127 4.4935 0.9970
C -2.9155 0.3089 2.2629
C -3.9891 0.6229 3.0965
C -4.0435 0.1213 4.3800
C -3.0339 -0.7169 4.8386
C -1.9714 -1.0242 4.0144
C -1.8892 -0.5242 2.7083
P -0.3838 -0.7755 1.6927
C -0.2566 -2.5934 1.4576
C 0.6367 -3.0336 0.4886
C 0.8175 -4.3857 0.2446
C 0.0948 -5.3211 0.9711
C -0.8110 -4.8947 1.9320
C -0.9894 -3.5386 2.1703
C 0.9132 -0.4604 2.9598
C 0.7289 0.4425 4.0000
C 1.7373 0.6746 4.9226
C 2.9455 0.0029 4.8198
C 3.1395 -0.9006 3.7862
C 2.1323 -1.1266 2.8632
H -5.3458 2.3784 0.9304
H -5.6878 4.8293 1.0774
H -3.7664 6.3534 0.7263
H -1.5532 5.4374 0.1904
H 1.9817 2.9047 -1.5787
H 2.6036 3.8542 -3.7537
H 0.9132 5.0160 -5.1416
H -1.4258 5.1790 -4.3387
H -2.0531 4.2516 -2.1743
H -0.6464 2.3953 2.6761
H 0.5250 3.4032 4.5886
H 2.2664 5.1201 4.2135
H 2.8249 5.8161 1.9091
H 1.6652 4.8127 -0.0030
H -4.7926 1.2365 2.7268
H -4.8766 0.3745 5.0220
H -3.0711 -1.1191 5.8407
H -1.1634 -1.6311 4.4006
H 1.2244 -2.3160 -0.0812
H 1.5215 -4.6990 -0.5124
H 0.2338 -6.3779 0.7873
H -1.3876 -5.6168 2.4943
H -1.7259 -3.2287 2.8980
H -0.2104 0.9720 4.1126
H 1.5735 1.3816 5.7226
H 3.7307 0.1823 5.5415
H 4.0764 -1.4287 3.6842
H 2.3173 -1.8253 2.0614
N -0.4300 1.1931 -4.5568
C -1.5479 1.3972 -3.7829
N -2.6279 2.0008 -4.2331
N -3.4659 2.0041 -3.1711
N -2.9322 1.4360 -2.1645
N -1.6759 1.0117 -2.5086
C 0.6803 0.5222 -4.1168
N 1.7619 0.3261 -4.8487
N 2.5585 -0.4259 -4.0591
N 2.0057 -0.6486 -2.9338
N 0.7687 -0.0544 -2.9132
H -0.3939 1.6350 -5.4604
O 8.3739 -1.1132 0.9983
C 7.3537 -1.8689 0.5159
O 7.5423 -3.0226 0.2404
C 6.0403 -1.1817 0.3628
C 5.1118 -1.7386 -0.5096
C 3.8738 -1.1534 -0.6963
C 3.5119 -0.0070 0.0163
S 1.9343 0.7731 -0.0157
C 4.4490 0.5466 0.8961
C 5.6936 -0.0275 1.0614
H 8.0930 -0.1880 1.0460
H 5.3841 -2.6325 -1.0542
H 3.1926 -1.5596 -1.4281
H 4.1735 1.4172 1.4745
H 6.3698 0.4186 1.7831
C -0.1692 -5.1446 -3.7979
C 0.4175 -3.7687 -4.0148
N 0.0631 -2.9456 -2.8768
C -1.1508 -2.9426 -2.2916
N -1.4609 -1.9803 -1.4448
C -2.7270 -2.0859 -0.7197
C -3.2721 -3.4946 -0.6291
C -3.3116 -4.0580 -2.0273
N -1.9666 -3.9970 -2.5770
C -1.6615 -4.9915 -3.5970
H 0.2777 -5.5930 -2.9086
H 0.0276 -5.7979 -4.6478
H 0.0411 -3.3338 -4.9492
H 1.5056 -3.7869 -4.0777
H 0.6133 -2.1033 -2.7576
H -3.4738 -1.4313 -1.1855
H -2.5729 -1.7081 0.2982
H -4.2676 -3.4757 -0.1849
H -2.6246 -4.1216 -0.0080
H -4.0163 -3.5006 -2.6590
H -3.6193 -5.1071 -2.0349
H -2.1503 -4.7160 -4.5404
H -2.1050 -5.9361 -3.2690
```

Results of the Löwdin charge analysis, in e, for atoms 1 through 8: atom 1 (Sc): 0.649, atom 2 (O): -0.455, atom 3 (S): 0.884, atom 4 (C): -0.360, atom 5 (C): -0.068, atom 6 (C): -0.050, atom 7 (C): -0.055, atom 8 (C): -0.079


Formula: C52H49ClF9IN2O2P
Source: the Open Molecules 2025 dataset
Level of theory: ωB97M-V with the def2-TZVPD basis set

Results
Orbital gap = 0.27689 hartree
Charge = +1
E_HOMO = -10.52 eV

```
117
C52H49ClF9IN2O2P (ωB97M-V with the def2-TZVPD basis set)
N -2.4034 1.3526 -3.2507
C -1.0626 1.2835 -2.8428
F -0.3675 0.6255 -3.8289
N -0.8367 0.3617 -1.6391
C 0.6015 0.1060 -1.2663
P 1.3545 -1.4967 -1.9629
O -0.0102 -2.1687 -2.5714
Cl 2.2884 -0.8527 -3.6645
C 1.3914 1.4062 -1.4769
O 0.5046 2.5132 -1.4199
C -0.3488 2.6205 -2.5326
I -1.6207 4.2623 -2.1227
H -3.0019 1.7571 -2.5337
H -2.7605 0.4152 -3.4316
H -1.3105 -0.5336 -1.8150
H -1.3028 0.7982 -0.8388
H 0.5664 -0.0917 -0.1915
H -0.3155 -1.7758 -3.4029
H 1.9858 1.4141 -2.3926
H 2.0606 1.5165 -0.6287
H 0.2162 2.8747 -3.4329
F 1.8955 1.6036 1.5093
C 2.2296 2.6405 2.3399
C 2.1747 3.9220 1.8365
C 2.5163 4.9681 2.6847
C 2.8988 4.7102 3.9943
C 2.9417 3.4048 4.4644
C 2.6020 2.3461 3.6326
H 1.8720 4.0954 0.8117
H 2.4792 5.9851 2.3183
H 3.1649 5.5290 4.6486
H 3.2431 3.2037 5.4836
H 2.6261 1.3205 3.9743
F -3.9775 -2.3700 -2.2562
C -3.5159 -3.6016 -2.6235
C -3.7800 -4.0486 -3.9010
C -3.3268 -5.3138 -4.2558
C -2.6321 -6.0930 -3.3409
C -2.3773 -5.6074 -2.0657
C -2.8212 -4.3459 -1.6935
H -4.3400 -3.4307 -4.5899
H -3.5268 -5.6903 -5.2503
H -2.2903 -7.0801 -3.6182
H -1.8373 -6.2146 -1.3516
H -2.6470 -3.9523 -0.7011
F 4.8437 -3.5664 3.6696
C 4.4858 -4.0202 2.4529
C 3.7480 -3.1921 1.6302
C 3.3834 -3.6632 0.3763
C 3.7504 -4.9381 -0.0326
C 4.4908 -5.7475 0.8192
C 4.8683 -5.2918 2.0745
H 3.4740 -2.2037 1.9747
H 2.8077 -3.0287 -0.2834
H 3.4580 -5.3009 -1.0099
H 4.7787 -6.7438 0.5103
H 5.4477 -5.9066 2.7480
F 6.8488 -7.6918 3.2457
C 7.8735 -7.1551 3.9524
C 8.8796 -6.5080 3.2652
C 9.9226 -5.9560 3.9961
C 9.9438 -6.0611 5.3800
C 8.9157 -6.7199 6.0404
C 7.8626 -7.2748 5.3265
H 8.8414 -6.4446 2.1863
H 10.7221 -5.4425 3.4787
H 10.7610 -5.6311 5.9430
H 8.9310 -6.8060 7.1188
H 7.0484 -7.7904 5.8168
F 1.4195 7.9400 1.5207
C 0.0970 7.8998 1.2394
C -0.4588 8.9393 0.5230
C -1.8157 8.8848 0.2353
C -2.5889 7.8137 0.6643
C -1.9985 6.7839 1.3875
C -0.6409 6.8188 1.6789
H 0.1604 9.7667 0.2050
H -2.2710 9.6894 -0.3271
H -3.6467 7.7835 0.4433
H -2.5973 5.9513 1.7304
H -0.1567 6.0274 2.2360
F -6.3049 2.2932 -0.4420
C -6.5449 1.8072 -1.6766
C -7.3638 2.5162 -2.5321
C -7.5936 1.9989 -3.7999
C -7.0093 0.8025 -4.1950
C -6.1860 0.1139 -3.3149
C -5.9515 0.6145 -2.0411
H -7.8083 3.4462 -2.2057
H -8.2339 2.5389 -4.4846
H -7.1960 0.4105 -5.1854
H -5.7317 -0.8241 -3.6080
H -5.3207 0.0902 -1.3336
F 1.3635 -8.5380 -5.4661
C 1.5600 -7.2728 -5.0569
C 2.8449 -6.8564 -4.7633
C 3.0336 -5.5480 -4.3394
C 1.9497 -4.6882 -4.2130
C 0.6720 -5.1344 -4.5123
C 0.4683 -6.4351 -4.9426
H 3.6698 -7.5476 -4.8670
H 4.0329 -5.2013 -4.1099
H 2.0948 -3.6703 -3.8817
H -0.1805 -4.4738 -4.4092
H -0.5175 -6.8005 -5.1909
F -4.9425 6.5119 2.2568
C -5.4162 7.1251 3.3704
C -6.7765 7.3162 3.4920
C -7.2494 7.9454 4.6355
C -6.3679 8.3705 5.6201
C -5.0040 8.1652 5.4642
C -4.5129 7.5341 4.3296
H -7.4417 6.9793 2.7090
H -8.3130 8.1032 4.7550
H -6.7437 8.8621 6.5069
H -4.3143 8.4996 6.2279
H -3.4549 7.3632 4.1832
```

Results of the Löwdin charge analysis, in e, for atoms 1 through 8: atom 1 (N): 0.143, atom 2 (C): -0.552, atom 3 (F): 0.046, atom 4 (N): 0.149, atom 5 (C): -0.362, atom 6 (P): 0.672, atom 7 (O): -0.362, atom 8 (Cl): 0.354


| no. | LUMO energy (eV) |
| --- | --- |
| 1 | -0.1 |
| 2 | -3.0 |